i.
10
Properties=species:S:1:pos:R:3:nbo_charge:R:1 method="wB97M-V/def2-TZVPD" smiles=CCSS lumo_energy_ev=-0.787
C 1.50155 0.28753 -0.11579 -0.64
C -0.00004 0.32530 -0.32430 -0.53
S -0.72676 -0.72137 0.96685 0.11
S -2.93557 -0.45248 0.13541 -0.17
H 1.85299 -0.73478 -0.25912 0.21
H 1.76150 0.60520 0.90225 0.21
H 2.16476 0.87006 -0.75732 0.23
H -0.31910 -0.04425 -1.30196 0.22
H -0.38539 1.34084 -0.22822 0.21
H -2.91393 -1.47606 0.98220 0.14

ii.
10
Properties=species:S:1:pos:R:3:nbo_charge:R:1 method="wB97M-V/def2-TZVPD" smiles=CSSC lumo_energy_ev=0.900
C 0.12396 1.76784 0.79077 -0.77
S -0.66377 0.17056 0.95183 0.10
S -0.29392 -0.85747 -0.76112 0.10
C 1.42932 -0.78098 -1.20795 -0.78
H -0.47213 2.49551 0.24108 0.22
H 0.18260 2.18865 1.79902 0.23
H 1.13138 1.76142 0.37973 0.22
H 2.15452 -0.91939 -0.40766 0.22
H 1.55737 -1.62669 -1.89582 0.24
H 1.78285 0.07543 -1.76662 0.22

The winner here is ii, beating the second structure by 66.0 kJ/mol.

i.
25
Properties=species:S:1:pos:R:3:nbo_charge:R:1 method="wB97M-V/def2-TZVPD" lumo_energy_ev=-2.809 total_charge=+1
C 0.10206 -0.85133 -1.62020 -0.26
N 1.34159 -1.08060 -0.80710 -0.65
C 2.42282 -0.21921 -1.37111 -0.44
C -0.76596 0.30391 -1.03761 -0.23
N -0.35064 0.41785 0.45619 -0.51
C -0.93932 -0.65196 1.31407 -0.26
C -2.45649 -0.55951 1.36238 -0.66
H -0.56553 -1.69015 -1.80810 0.23
H 0.44442 -0.43969 -2.60525 0.20
H 1.49313 -2.06826 -0.97280 0.39
H 2.25974 0.15513 -2.38973 0.19
H 3.35657 -0.72687 -1.52009 0.23
H 2.57573 0.69801 -0.77394 0.19
H -1.85193 0.21946 -0.93070 0.23
H -0.47826 1.21357 -1.56249 0.22
H -0.86632 1.28026 0.69750 0.44
H 0.65156 0.51441 0.53020 0.48
H -0.58712 -0.72114 2.36822 0.25
H -0.60316 -1.66909 1.04842 0.24
H -3.01785 -1.49611 1.21275 0.25
H -2.77299 -0.12466 2.32637 0.24
H -2.93013 0.12997 0.70122 0.22
H 1.15360 2.91155 1.15966 0.49
H 1.43812 2.31256 2.51758 0.50
O 0.94635 2.14191 1.70455 -0.98

ii.
25
Properties=species:S:1:pos:R:3:nbo_charge:R:1 method="wB97M-V/def2-TZVPD" lumo_energy_ev=-3.065 total_charge=+1
C -0.94477 -1.54921 -0.13576 -0.65
C -0.76302 -0.05683 0.00776 -0.02
C 0.72422 0.33921 0.23355 -0.42
C 1.12695 1.46700 -0.72501 -0.41
C 0.82650 1.19195 -2.20070 -0.22
N 1.08722 -0.21128 -2.51140 -0.87
N -1.51475 0.42045 1.26222 -0.70
H -1.93788 -1.83638 -0.50350 0.22
H -0.28208 -1.87270 -0.91740 0.27
H -0.82921 -2.08580 0.80401 0.22
H -1.19214 0.48406 -0.82900 0.22
H 0.86380 0.65692 1.26421 0.20
H 1.36463 -0.52223 0.11870 0.23
H 0.57753 2.37543 -0.48066 0.20
H 2.16369 1.70354 -0.58495 0.23
H 1.45804 1.86438 -2.78956 0.19
H -0.21065 1.41379 -2.45821 0.18
H 1.94438 -0.51064 -2.12564 0.36
H 1.00261 -0.43784 -3.48825 0.38
H -1.21084 -0.17177 2.05813 0.47
H -1.21945 1.37189 1.47570 0.43
H -2.52547 0.37534 1.14930 0.43
H -0.74713 -1.91810 3.69074 0.50
H 0.25822 -0.84591 3.95025 0.50
O -0.25909 -1.23038 3.22523 -0.96

iii.
25
Properties=species:S:1:pos:R:3:nbo_charge:R:1 method="wB97M-V/def2-TZVPD" lumo_energy_ev=-9.452 total_charge=+1
N -4.50482 0.07816 -0.63422 -0.65
C -3.02829 0.01373 -0.33545 -0.22
C -2.78573 -0.60207 1.08139 -0.59
N 1.59928 -0.35635 -1.35751 -0.47
C 3.17966 1.33208 -0.37339 -0.62
C 2.73007 -0.20439 -0.45572 -0.09
C 2.37921 -0.78747 0.90670 -0.60
H -4.97485 0.84062 -0.14234 0.39
H 1.64949 -1.19489 -1.93408 0.40
H -4.71476 0.05434 -1.67267 0.40
H -2.46194 0.95423 -0.32283 0.25
H -2.56068 -0.67051 -1.07244 0.21
H -3.40035 -1.37495 1.48839 0.24
H -2.65947 0.17372 1.81427 0.21
H -1.79379 -0.95432 0.89296 0.25
H 3.41047 1.67703 -1.40852 0.24
H 4.18223 1.41052 0.09924 0.25
H 2.46807 2.05325 0.07725 0.22
H 3.51477 -0.84781 -0.89941 0.23
H 2.44433 -1.88269 0.82807 0.23
H 3.16641 -0.52989 1.65831 0.24
H 1.38752 -0.53861 1.34366 0.25
H 0.68398 -0.20994 -0.80672 0.41
H 0.29715 1.17137 0.76154 0.46
O -0.20797 0.39485 0.46353 -0.65

The winner here is ii, beating the second structure by 148.4 kJ/mol.